# 1
Formula: C41H81N5O2
Source: the Open Molecules 2025 dataset
Level of theory: ωB97M-V/def2-TZVPD

The geometry in XYZ format:
```
129
C41H81N5O2 | the Open Molecules 2025 dataset | ωB97M-V/def2-TZVPD
C -7.165 -4.561 5.537
C -7.906 -3.175 5.869
O -8.637 -2.749 4.713
C -8.197 -1.469 4.229
C -6.967 -1.611 3.238
C -7.181 -2.064 1.859
C -5.998 -2.240 0.924
C -6.308 -2.752 -0.521
C -5.314 -2.248 -1.637
C -3.911 -2.995 -1.663
C -2.762 -2.080 -2.296
C -2.407 -0.821 -1.407
C -1.016 -0.131 -1.829
C 0.085 -0.305 -0.658
C 0.535 1.074 -0.005
C -0.026 1.323 1.464
C 1.029 1.039 2.638
C 0.649 -0.278 3.470
O 1.762 -1.187 3.526
C 1.396 -2.515 3.137
C -4.680 -1.945 1.460
C -4.432 -1.442 2.860
N -3.112 -1.197 3.230
C -3.030 -0.744 4.512
C -4.203 -0.578 5.418
N -5.500 -0.852 5.096
C -5.584 -1.273 3.771
H -7.033 -4.565 4.417
H -6.188 -4.661 6.084
H -7.846 -5.412 5.836
H -7.173 -2.417 6.257
H -8.597 -3.412 6.739
H -9.076 -1.009 3.681
H -7.974 -0.792 5.096
H -8.230 -2.286 1.543
H -6.430 -3.878 -0.575
H -7.329 -2.335 -0.791
H -5.809 -2.485 -2.632
H -5.146 -1.136 -1.644
H -4.028 -3.855 -2.397
H -3.611 -3.462 -0.689
H -1.822 -2.659 -2.509
H -3.196 -1.695 -3.267
H -2.321 -1.035 -0.308
H -3.226 -0.053 -1.555
H -0.632 -0.601 -2.776
H -1.174 0.981 -1.916
H -0.262 -0.989 0.163
H 0.988 -0.779 -1.139
H 1.667 1.042 0.072
H 0.294 1.970 -0.650
H -0.301 2.418 1.572
H -0.977 0.732 1.577
H 1.012 1.936 3.330
H 2.075 0.948 2.237
H 0.273 0.012 4.502
H -0.245 -0.722 2.935
H 1.986 -3.250 3.765
H 1.654 -2.738 2.057
H 0.302 -2.754 3.266
H -3.794 -2.097 0.803
H -2.008 -0.512 4.911
H -4.004 -0.205 6.460
C 1.824 -1.663 -4.394
C 2.258 -2.452 -5.621
N 1.357 -3.544 -5.965
C 1.908 -4.454 -6.961
C 2.175 -3.902 -8.362
C -0.042 -3.186 -6.154
C -0.373 -2.144 -7.225
H 1.696 -2.317 -3.528
H 2.584 -0.919 -4.142
H 0.890 -1.122 -4.565
H 3.245 -2.870 -5.402
H 2.393 -1.755 -6.460
H 1.258 -5.331 -7.045
H 2.854 -4.846 -6.569
H 1.252 -3.779 -8.930
H 2.798 -4.605 -8.922
H 2.702 -2.946 -8.342
H -0.436 -2.824 -5.198
H -0.623 -4.092 -6.354
H 0.308 -1.291 -7.205
H -1.383 -1.758 -7.061
H -0.359 -2.576 -8.225
C 8.558 1.271 -1.534
C 7.611 0.811 -0.433
N 6.433 1.653 -0.283
C 5.670 1.374 0.927
C 5.007 -0.001 1.049
C 5.624 1.860 -1.471
C 5.041 0.623 -2.148
H 8.867 2.308 -1.380
H 9.456 0.649 -1.531
H 8.108 1.185 -2.525
H 8.175 0.830 0.504
H 7.341 -0.239 -0.615
H 4.905 2.148 1.057
H 6.340 1.500 1.786
H 4.118 -0.076 0.422
H 4.681 -0.162 2.080
H 5.687 -0.817 0.793
H 6.224 2.403 -2.209
H 4.806 2.550 -1.237
H 5.764 -0.192 -2.235
H 4.717 0.880 -3.160
H 4.162 0.253 -1.619
C 0.206 6.625 3.809
C 1.608 6.200 3.392
N 1.634 5.307 2.243
C 2.937 4.693 2.018
C 4.102 5.611 1.645
C 0.954 5.780 1.045
C 1.424 7.104 0.435
H -0.426 5.757 4.007
H 0.258 7.220 4.724
H -0.277 7.244 3.049
H 2.053 5.682 4.247
H 2.215 7.101 3.222
H 2.842 3.915 1.253
H 3.216 4.153 2.931
H 4.038 5.943 0.608
H 5.045 5.066 1.744
H 4.166 6.489 2.291
H -0.113 5.873 1.270
H 0.997 5.003 0.274
H 1.594 7.876 1.188
H 0.662 7.481 -0.252
H 2.338 6.978 -0.145
```

* electronic energy: -2034.85051 a.u.
* max |F|: 0.0767 hartree/bohr
* HOMO-LUMO gap: 7.488 eV
* highest occupied orbital energy: -8.1 eV


# 2
Formula: C3H4O3Rh
Source: the Open Molecules 2025 dataset
Level of theory: ωB97M-V/def2-TZVPD

The geometry in XYZ format:
```
11
C3H4O3Rh | the Open Molecules 2025 dataset | ωB97M-V/def2-TZVPD
C 0.791 -0.898 0.180
O -1.499 -0.174 -0.563
C -1.665 1.185 -0.157
C -0.571 -0.896 0.124
O -0.632 1.618 0.407
O -2.833 1.554 -0.096
H 1.288 -0.962 1.153
H -0.969 -1.073 1.130
H 0.634 -1.680 -0.773
Rh 1.921 0.986 -0.774
H 3.536 0.339 -0.631
```

* electronic energy: -452.56812 a.u.
* 2S+1: 6
* max |F|: 0.1168 hartree/bohr
* HOMO-LUMO gap (spin up / spin down): 5.926 / 5.348 eV
* highest occupied orbital energy (spin up / spin down): -6.7 / -9.6 eV
* <S²>: 8.77


# 3
Formula: C50H43AsCsN5O3STe
Source: the Open Molecules 2025 dataset
Level of theory: ωB97M-V/def2-TZVPD

The geometry in XYZ format:
```
105
C50H43AsCsN5O3STe | the Open Molecules 2025 dataset | ωB97M-V/def2-TZVPD
Cs 0.313 -0.957 0.332
O 3.922 -5.310 -0.200
C 2.956 -5.687 -1.043
C 2.908 -7.024 -1.451
C 1.927 -7.463 -2.322
C 0.969 -6.578 -2.806
C 1.016 -5.252 -2.401
C 1.992 -4.781 -1.530
C 1.975 -3.321 -1.164
O 1.084 -2.581 -1.674
N 2.912 -2.989 -0.287
N 3.182 -1.636 -0.066
C 3.156 -1.205 1.144
C 2.690 -1.836 2.389
C 3.070 -3.120 2.789
C 2.663 -3.654 3.998
C 1.838 -2.878 4.826
C 1.428 -1.621 4.459
C 1.812 -1.031 3.207
O 1.366 0.090 2.816
H 3.730 -4.313 -0.035
H 3.657 -7.701 -1.060
H 1.907 -8.505 -2.623
H 0.195 -6.916 -3.484
H 0.282 -4.534 -2.745
H 3.397 -0.145 1.231
H 3.710 -3.704 2.139
H 2.972 -4.650 4.291
H 1.508 -3.284 5.779
H 0.780 -1.030 5.097
C -2.068 3.098 -5.840
C -2.550 1.823 -6.090
C -2.040 0.732 -5.394
C -1.041 0.904 -4.440
C -0.569 2.193 -4.193
C -1.072 3.281 -4.889
As -0.270 -0.527 -3.321
C -1.445 -1.984 -3.889
C -1.027 -3.075 -4.642
C -1.905 -4.116 -4.920
C -3.211 -4.077 -4.452
C -3.635 -2.994 -3.692
C -2.754 -1.962 -3.408
C 1.288 -0.862 -4.466
C 1.204 -0.855 -5.856
C 2.332 -1.075 -6.633
C 3.561 -1.293 -6.023
C 3.655 -1.285 -4.639
C 2.524 -1.070 -3.860
H -2.474 3.949 -6.374
H -3.331 1.672 -6.826
H -2.431 -0.258 -5.595
H 0.184 2.347 -3.428
H -0.702 4.276 -4.671
H -0.005 -3.127 -4.995
H -1.560 -4.967 -5.495
H -3.891 -4.893 -4.665
H -4.648 -2.959 -3.309
H -3.088 -1.129 -2.796
H 0.249 -0.674 -6.338
H 2.253 -1.074 -7.714
H 4.443 -1.468 -6.627
H 4.608 -1.455 -4.154
H 2.601 -1.086 -2.779
C -3.689 5.216 -0.959
C -2.703 4.086 -0.917
C -3.067 2.783 -1.232
C -2.115 1.781 -1.156
N -0.856 1.982 -0.786
C -0.518 3.224 -0.449
C -1.391 4.296 -0.512
H -4.572 4.949 -1.541
H -3.240 6.111 -1.395
H -4.005 5.466 0.056
H -4.081 2.549 -1.536
H -2.385 0.752 -1.380
H 0.499 3.365 -0.101
H -1.061 5.281 -0.207
N -6.509 -2.180 3.850
C -6.484 -2.508 2.551
S -7.738 -3.290 1.818
C -5.238 -2.096 1.840
C -4.747 -2.839 0.775
C -3.563 -2.434 0.181
N -2.870 -1.365 0.573
C -3.342 -0.649 1.594
C -4.525 -0.974 2.242
H -7.310 -2.448 4.394
H -5.690 -1.820 4.311
H -5.277 -3.717 0.431
H -3.146 -2.997 -0.648
H -2.777 0.230 1.904
H -4.871 -0.321 3.034
Te -1.833 2.804 3.181
C -3.181 4.383 2.745
C -2.731 5.698 2.552
C -3.604 6.750 2.310
C -4.977 6.534 2.255
C -5.450 5.239 2.435
C -4.570 4.190 2.665
H -1.665 5.891 2.609
H -3.209 7.751 2.169
H -5.661 7.355 2.070
H -6.516 5.042 2.392
H -4.961 3.189 2.807
```

* electronic energy: -5352.84143 a.u.
* max |F|: 0.0295 hartree/bohr
* HOMO-LUMO gap: 4.613 eV
* highest occupied orbital energy: -1.5 eV
* net charge: -2


# 4
Formula: C27H39BrN6O5PSSbSe4Tc
Source: the Open Molecules 2025 dataset
Level of theory: ωB97M-V/def2-TZVPD

The geometry in XYZ format:
```
86
C27H39BrN6O5PSSbSe4Tc | the Open Molecules 2025 dataset | ωB97M-V/def2-TZVPD
Tc -0.962 -0.538 1.039
Br 4.385 -4.557 3.278
C 3.615 -3.007 4.025
C 4.217 -2.387 5.113
N 3.726 -1.288 5.676
C 2.615 -0.768 5.165
C 1.950 -1.321 4.076
C 2.460 -2.475 3.492
C 0.743 -0.642 3.534
O 0.284 0.363 4.056
O 0.280 -1.207 2.440
H 5.124 -2.797 5.542
H 2.231 0.130 5.631
H 1.961 -2.938 2.654
N -1.441 1.199 2.172
C -2.850 1.340 2.477
C -3.304 0.904 3.712
C -4.653 0.993 3.999
C -5.519 1.502 3.045
C -5.060 1.956 1.815
C -3.707 1.875 1.530
S -7.236 1.626 3.429
O -7.394 1.917 4.810
O -7.856 2.405 2.406
O -7.744 0.109 3.292
H -1.125 2.002 1.631
H -0.871 1.128 3.031
H -2.608 0.503 4.440
H -5.035 0.678 4.961
H -5.759 2.374 1.103
H -3.325 2.211 0.572
N -0.002 -0.102 -0.330
P 0.920 0.064 -1.678
N 1.358 1.610 -1.927
C 0.306 2.605 -2.232
C 0.212 3.623 -1.106
C 1.521 4.422 -0.982
C 2.706 3.619 -1.534
C 2.557 2.139 -1.229
N 0.029 -0.378 -2.963
C -0.903 -1.526 -2.822
C -0.980 -2.296 -4.129
C -1.514 -1.413 -5.263
C -0.987 0.028 -5.142
C 0.306 0.066 -4.345
N 2.278 -0.793 -1.396
C 3.139 -1.032 -2.572
C 4.604 -1.090 -2.165
C 4.823 -2.119 -1.061
C 3.907 -1.827 0.123
C 2.452 -1.777 -0.313
H -0.639 2.081 -2.370
H 0.540 3.104 -3.176
H 0.005 3.082 -0.177
H -0.636 4.285 -1.283
H 1.700 4.675 0.064
H 1.439 5.366 -1.520
H 3.645 3.973 -1.108
H 2.789 3.749 -2.616
H 2.468 1.988 -0.147
H 3.430 1.585 -1.562
H -1.890 -1.157 -2.534
H -0.559 -2.179 -2.019
H -1.619 -3.167 -3.984
H 0.014 -2.679 -4.375
H -2.605 -1.406 -5.242
H -1.225 -1.843 -6.222
H -1.718 0.664 -4.636
H -0.816 0.465 -6.126
H 0.719 1.071 -4.315
H 1.056 -0.580 -4.812
H 2.978 -0.231 -3.298
H 2.844 -1.977 -3.048
H 4.921 -0.104 -1.815
H 5.203 -1.327 -3.046
H 5.867 -2.121 -0.746
H 4.608 -3.121 -1.447
H 4.177 -0.868 0.578
H 4.017 -2.594 0.892
H 1.811 -1.503 0.521
H 2.138 -2.766 -0.670
Se -5.410 -2.527 4.283
Sb -6.317 -2.599 2.151
Se -2.668 -1.896 0.860
Se -7.814 -0.632 1.622
Se -6.327 -3.923 0.241
```

* electronic energy: -14997.18397 a.u.
* max |F|: 0.0041 hartree/bohr
* HOMO-LUMO gap: 6.720 eV
* highest occupied orbital energy: -11.1 eV
* net charge: +1


# 5
Formula: H16O8
Source: the Open Molecules 2025 dataset
Level of theory: ωB97M-V/def2-TZVPD

The geometry in XYZ format:
```
24
H16O8 | the Open Molecules 2025 dataset | ωB97M-V/def2-TZVPD
O 1.569 -0.437 0.365
H 2.327 -0.664 -0.128
H 1.896 0.187 1.057
O -2.067 -1.148 1.708
H -2.909 -1.472 1.362
H -1.484 -1.844 1.360
O -0.875 1.021 -0.018
H -1.393 0.606 0.658
H -0.042 0.583 -0.063
O 1.600 0.129 -2.562
H 1.985 0.850 -2.127
H 0.972 0.506 -3.143
O 1.821 2.131 -0.689
H 1.519 2.196 0.198
H 1.295 2.810 -1.146
O -1.665 0.348 -2.374
H -1.328 0.676 -1.525
H -1.580 -0.572 -2.438
O -0.169 -2.523 0.258
H 0.639 -1.994 0.303
H -0.470 -2.439 -0.614
O -0.540 0.715 3.268
H -1.248 0.214 2.864
H 0.145 0.122 3.426
```

* electronic energy: -611.50709 a.u.
* max |F|: 0.0491 hartree/bohr
* HOMO-LUMO gap: 10.604 eV
* highest occupied orbital energy: -10.6 eV


# 6
Formula: C18H15BCl40FN2O7P
Source: the Open Molecules 2025 dataset
Level of theory: ωB97M-V/def2-TZVPD

The geometry in XYZ format:
```
85
C18H15BCl40FN2O7P | the Open Molecules 2025 dataset | ωB97M-V/def2-TZVPD
C 1.291 -1.041 3.577
C 1.037 -1.191 2.051
C 0.790 0.138 1.330
F 1.580 0.124 0.178
C -0.659 0.405 0.824
C -0.654 1.949 0.595
O -1.333 2.357 -0.591
N -2.238 3.430 -0.268
O -1.769 4.453 -0.565
C -0.889 -0.422 -0.473
O -0.688 -0.144 -1.614
N -1.412 -1.666 -0.054
C -2.159 -1.559 1.184
O -3.515 -1.916 1.109
C -1.836 -0.121 1.691
P -3.420 0.783 1.225
O -3.738 0.727 -0.216
B -1.835 0.104 3.259
O -2.021 -0.956 4.111
O -1.636 1.386 3.759
H 0.516 -1.559 4.139
H 1.186 0.009 3.864
H 2.271 -1.414 3.853
H 0.285 -1.948 1.856
H 1.973 -1.573 1.643
H 1.170 0.956 1.944
H 0.390 2.221 0.439
H -0.984 2.475 1.493
H -1.998 -2.033 -0.801
H -1.717 -2.266 1.898
H -3.685 -2.517 1.843
H -3.250 2.089 1.737
H -4.441 0.220 2.024
H -2.423 -0.611 4.925
H -2.364 1.684 4.321
C 3.716 2.403 -3.127
Cl 2.375 1.281 -2.913
Cl 4.930 2.087 -1.885
Cl 4.432 2.178 -4.730
Cl 3.121 4.060 -2.976
C 1.917 -3.131 -1.949
Cl 0.564 -3.339 -0.816
Cl 3.427 -3.630 -1.160
Cl 1.649 -4.114 -3.404
Cl 2.010 -1.440 -2.414
C -0.065 -7.580 -1.368
Cl 1.406 -6.620 -1.226
Cl -0.261 -8.115 -3.042
Cl 0.047 -8.987 -0.303
Cl -1.462 -6.597 -0.902
C 1.461 7.148 -4.919
Cl 2.585 6.040 -5.713
Cl 0.242 7.683 -6.081
Cl 0.663 6.327 -3.569
Cl 2.352 8.548 -4.312
C -3.936 1.927 -3.899
Cl -4.678 2.908 -5.175
Cl -3.110 2.982 -2.748
Cl -5.189 1.005 -3.066
Cl -2.766 0.814 -4.614
C 5.577 0.258 1.984
Cl 4.929 -1.083 1.034
Cl 6.786 -0.347 3.122
Cl 6.319 1.439 0.900
Cl 4.261 1.033 2.879
C -0.994 0.290 7.944
Cl -0.918 -0.977 9.168
Cl -2.640 0.367 7.277
Cl -0.592 1.845 8.673
Cl 0.132 -0.078 6.641
C -7.583 -2.447 -4.937
Cl -6.482 -3.530 -5.798
Cl -8.766 -1.787 -6.073
Cl -8.426 -3.353 -3.670
Cl -6.660 -1.126 -4.209
C 6.460 7.557 -3.984
Cl 8.169 7.344 -3.579
Cl 5.838 8.989 -3.154
Cl 6.289 7.767 -5.730
Cl 5.550 6.132 -3.472
C 1.100 -6.941 3.000
Cl 1.390 -6.490 4.686
Cl -0.626 -6.807 2.647
Cl 2.006 -5.863 1.935
Cl 1.630 -8.607 2.736
```

* electronic energy: -20204.68351 a.u.
* max |F|: 0.0481 hartree/bohr
* HOMO-LUMO gap: 9.090 eV
* highest occupied orbital energy: -9.6 eV